The following is a DFT calculation (ωB97M-V with the def2-TZVPD basis set) of a 2-piece molecular cluster, C2H4NP overall in a non-equilibrium geometry.

```
8
C2H4NP ωB97M-V with the def2-TZVPD basis set
C -0.918 0.119 -2.317
P 0.097 -1.044 -2.431
H -1.602 0.923 -2.265
C 0.786 0.253 1.373
N 0.162 -0.797 1.110
H 0.464 1.049 2.053
H 1.745 0.400 0.892
H -0.734 -0.904 1.585
```

Results
SMILES string = C#P.C=N
LUMO = 0.82 eV
gap between HOMO and LUMO = 10.50 eV
highest occupied orbital energy = -9.682 eV

=====

The following is a DFT calculation (ωB97M-V with the def2-TZVPD basis set) of a 8-piece molecular cluster, C4H21NO10 overall in a non-equilibrium geometry.

```
36
C4H21NO10 ωB97M-V with the def2-TZVPD basis set
O -1.775 3.470 0.471
C -1.479 2.446 1.028
C -2.140 1.084 0.959
C -0.963 0.113 0.659
N -0.334 0.687 -0.546
C -0.327 0.026 -1.743
O 0.413 0.394 -2.648
O -0.983 -1.119 -1.883
H -0.575 2.485 1.666
H -2.965 1.046 0.212
H -2.643 0.849 1.913
H -1.580 -0.782 0.469
H -0.247 -0.011 1.457
H 0.170 1.553 -0.329
H -1.769 -1.240 -1.319
O -3.451 -1.255 -0.267
H -3.440 -2.096 0.210
H -3.563 -0.597 0.428
O 3.019 -1.218 0.395
H 2.867 -0.661 -0.407
H 2.698 -0.649 1.115
O 0.922 -3.079 0.281
H 0.612 -2.978 -0.625
H 1.740 -2.529 0.361
O -1.481 -3.708 1.171
H -0.581 -3.283 1.204
H -1.218 -4.535 1.598
O 1.701 2.648 -0.043
H 2.265 2.630 -0.830
H 1.390 3.553 0.087
O 2.749 0.685 -1.585
H 2.838 0.252 -2.442
H 1.764 0.846 -1.613
O 2.394 0.380 2.596
H 3.341 0.220 2.546
H 2.234 1.280 2.281
```

Results
SMILES string = O=CCCNC(=O)O.O.O.O.O.O.O.O
LUMO = 0.21 eV
gap between HOMO and LUMO = 10.43 eV
highest occupied orbital energy = -10.228 eV

=====

The following is a DFT calculation (ωB97M-V with the def2-TZVPD basis set) of C47H45BN11P2Se2Tl as an isolated structure.

```
109
C47H45BN11P2Se2Tl ωB97M-V with the def2-TZVPD basis set
Tl -1.645 0.889 1.390
C -3.422 1.755 0.415
C -3.293 1.652 -1.052
C -3.178 2.892 -1.563
C -3.263 3.866 -0.479
C -3.439 3.211 0.682
H -4.194 1.152 0.883
H -3.293 0.713 -1.589
H -3.046 3.143 -2.608
H -3.206 4.939 -0.604
H -3.584 3.638 1.664
C -1.194 4.642 2.579
C -1.422 3.581 3.605
C -1.789 3.736 4.951
C -1.767 2.464 5.475
N -1.388 1.607 4.508
N -1.207 2.293 3.348
B -1.066 0.090 4.632
N 0.150 -0.252 3.681
C 1.314 -0.740 4.136
C 2.256 -0.639 3.139
C 1.594 -0.048 2.062
C 2.264 0.383 0.796
N 0.307 0.145 2.384
N -2.302 -0.731 4.232
C -3.034 -1.646 4.886
C -4.125 -1.959 4.106
C -3.996 -1.171 2.959
C -4.963 -1.101 1.821
N -2.888 -0.429 3.046
N -0.607 -0.189 6.055
C 0.238 0.577 6.796
C 0.709 -0.186 7.828
C 0.113 -1.454 7.637
C 0.270 -2.692 8.459
N -0.657 -1.452 6.563
H -0.457 5.355 2.952
H -0.823 4.217 1.646
H -2.105 5.198 2.360
H -2.022 4.651 5.471
H -1.974 2.112 6.473
H 1.400 -1.109 5.145
H 3.298 -0.908 3.189
H 3.339 0.398 0.976
H 2.085 -0.303 -0.032
H 1.958 1.382 0.497
H -2.712 -2.011 5.845
H -4.915 -2.656 4.332
H -5.635 -1.957 1.866
H -5.578 -0.201 1.883
H -4.474 -1.111 0.848
H 0.455 1.599 6.530
H 1.376 0.122 8.617
H 0.571 -2.448 9.477
H -0.667 -3.245 8.497
H 1.030 -3.350 8.035
Se -0.407 1.579 -5.612
P 1.261 1.037 -4.241
C 2.530 2.247 -4.609
C 3.351 2.737 -3.593
C 4.402 3.579 -3.917
C 4.626 3.941 -5.238
C 3.807 3.455 -6.247
C 2.763 2.599 -5.938
C 1.924 -0.570 -4.670
C 1.302 -1.416 -5.581
C 1.952 -2.573 -5.991
C 3.223 -2.862 -5.516
C 3.843 -2.015 -4.603
C 3.194 -0.872 -4.173
C 0.745 1.166 -2.562
C 0.089 0.342 -1.636
N -0.254 1.155 -0.632
N 0.154 2.391 -0.896
N 0.750 2.426 -2.055
P -0.435 -1.390 -1.570
Se -1.904 -1.710 -0.060
C 0.994 -2.459 -1.269
C 1.725 -3.082 -2.276
C 2.761 -3.946 -1.948
C 3.088 -4.172 -0.620
C 2.374 -3.539 0.389
C 1.319 -2.703 0.069
C -1.093 -1.707 -3.224
C -1.092 -2.986 -3.771
C -1.703 -3.222 -4.997
C -2.353 -2.195 -5.664
C -2.411 -0.929 -5.093
C -1.781 -0.681 -3.877
H 3.155 2.487 -2.561
H 5.039 3.965 -3.132
H 5.443 4.608 -5.483
H 3.982 3.738 -7.276
H 2.148 2.200 -6.737
H 0.320 -1.178 -5.973
H 1.470 -3.236 -6.698
H 3.738 -3.750 -5.860
H 4.830 -2.247 -4.227
H 3.682 -0.209 -3.467
H 1.498 -2.903 -3.319
H 3.310 -4.445 -2.737
H 3.896 -4.848 -0.369
H 2.622 -3.712 1.428
H 0.733 -2.252 0.860
H -0.623 -3.806 -3.243
H -1.686 -4.219 -5.418
H -2.844 -2.386 -6.610
H -2.974 -0.139 -5.578
H -1.877 0.294 -3.412
```

Results
multiplicity = 2
LUMO (alpha / beta) = -2.67 / -5.51 eV
gap between HOMO and LUMO (alpha / beta) = 7.59 / 4.75 eV
highest occupied orbital energy (alpha / beta) = -10.259 / -10.258 eV
total charge = +1